No. 1
{"formula": "C37H41Cl5FeGeN4Se", "method": "ωB97M-V with the def2-TZVPD basis set", "homo_lumo_gap_ev": [6.34, 6.45], "de_lowest_kj_mol": 180.65, "energy_ha": -9696.38718, "total_charge": 1, "s2": 8.768, "homo_energy_ev": [-9.8, -10.2], "spin_multiplicity": 6, "elements": ["Fe", "Cl", "C", "C", "C", "Cl", "C", "Cl", "C", "Cl", "C", "Cl", "C", "C", "N", "C", "C", "C", "C", "C", "C", "C", "C", "C", "N", "C", "H", "H", "H", "H", "H", "H", "H", "H", "C", "Ge", "C", "C", "C", "H", "H", "H", "H", "H", "H", "H", "H", "H", "H", "H", "C", "C", "C", "C", "N", "C", "Se", "N", "C", "C", "C", "C", "C", "C", "C", "C", "C", "C", "H", "H", "H", "H", "H", "H", "H", "H", "H", "H", "H", "H", "H", "H", "H", "H", "H", "H", "H", "H", "H", "H"], "xyz": [[0.50694, 1.27928, 1.25966], [3.87460, -0.41959, 2.27646], [3.86417, 0.94417, 1.20930], [2.67306, 1.32069, 0.60475], [2.73499, 2.39462, -0.25440], [1.18982, 2.82713, -0.96056], [3.88726, 3.11473, -0.54900], [3.86023, 4.44346, -1.64241], [5.06638, 2.70860, 0.07451], [6.53239, 3.53750, -0.25183], [5.05396, 1.61919, 0.95471], [6.51917, 1.11497, 1.69962], [-2.51773, 4.50301, 0.31776], [-1.33653, 3.82208, 0.61977], [-1.29491, 2.52560, 0.87885], [-2.46708, 1.84355, 0.89906], [-3.70545, 2.44116, 0.61303], [-3.70394, 3.80882, 0.29538], [-4.90495, 1.66236, 0.70606], [-4.86907, 0.37949, 1.12977], [-3.62868, -0.24186, 1.48211], [-3.54096, -1.53171, 2.03119], [-2.31200, -2.02480, 2.40023], [-1.17005, -1.25182, 2.16670], [-1.21696, -0.05139, 1.61855], [-2.42841, 0.47058, 1.31950], [-2.47836, 5.56054, 0.10909], [-0.39532, 4.35381, 0.65169], [-4.63578, 4.30455, 0.06147], [-5.84253, 2.13768, 0.46230], [-5.77889, -0.19101, 1.23605], [-4.44258, -2.10949, 2.18241], [-2.20622, -2.99468, 2.85791], [-0.18949, -1.63320, 2.41926], [-0.96831, 3.68651, 4.35271], [0.05542, 2.02830, 4.63966], [1.16970, 2.16608, 6.25413], [-1.24133, 0.57674, 4.93782], [1.22589, 1.75773, 3.08021], [-1.44837, 4.01495, 5.27096], [-1.74578, 3.53891, 3.60370], [-0.31558, 4.48796, 4.01019], [0.56577, 2.39937, 7.12894], [1.92200, 2.94421, 6.14107], [1.68671, 1.22636, 6.43846], [-1.76494, 0.75020, 5.87420], [-0.74730, -0.38882, 5.01158], [-1.98909, 0.53090, 4.14726], [1.98139, 1.00306, 3.30777], [1.78635, 2.69131, 2.92375], [-0.44110, -4.70983, 0.44145], [-0.50520, -4.60809, -1.07453], [-1.70084, -3.80299, -1.58009], [-1.64121, -2.31937, -1.22963], [-0.70617, -1.59486, -2.06512], [0.49637, -1.09210, -1.70938], [1.32922, -1.24491, -0.03668], [1.05527, -0.50478, -2.78828], [2.37560, 0.10242, -2.87494], [3.37788, -0.70480, -3.69495], [3.87523, -1.99290, -3.04204], [2.89731, -3.15387, -3.11858], [0.18521, -0.61062, -3.85616], [0.26853, -0.14687, -5.16334], [-0.81106, -0.41099, -5.98365], [-1.93448, -1.10704, -5.52399], [-2.02382, -1.56750, -4.22524], [-0.93705, -1.30821, -3.39701], [0.30286, -5.43946, 0.75654], [-1.40209, -5.02534, 0.84854], [-0.16691, -3.75688, 0.89539], [-0.56011, -5.61070, -1.50142], [0.41904, -4.17033, -1.45600], [-2.61916, -4.20980, -1.14982], [-1.79553, -3.90738, -2.66173], [-1.31645, -2.16801, -0.19822], [-2.61648, -1.83770, -1.35250], [2.72717, 0.21279, -1.84884], [2.23701, 1.10256, -3.29614], [4.22295, -0.03596, -3.86969], [2.96310, -0.93174, -4.68023], [4.13475, -1.79163, -1.99984], [4.80418, -2.28366, -3.53535], [2.05702, -3.02688, -2.43915], [3.38418, -4.08907, -2.84831], [2.50212, -3.26818, -4.12895], [1.12896, 0.39429, -5.52336], [-0.78901, -0.07201, -7.00806], [-2.75267, -1.28836, -6.20408], [-2.89425, -2.10100, -3.87795]], "forces_ev_per_a": [[0.717, -0.718, -0.306], [-0.042, -0.107, 0.041], [-0.207, -0.050, -0.202], [-0.520, 0.937, 0.476], [0.278, -0.214, 0.143], [-0.040, 0.214, -0.322], [-0.021, -0.145, -0.040], [-0.020, -0.084, 0.054], [-0.026, 0.060, -0.056], [0.001, 0.023, -0.011], [0.118, -0.067, -0.069], [-0.050, 0.035, -0.017], [-0.196, -0.108, 0.011], [0.053, -0.026, 0.058], [-0.088, -0.038, -0.103], [-0.072, 0.144, 0.019], [0.277, -0.058, 0.077], [0.225, 0.077, 0.020], [0.041, -0.200, 0.060], [-0.014, 0.244, -0.072], [0.333, 0.091, -0.034], [0.226, -0.059, 0.062], [-0.170, 0.144, -0.066], [0.021, 0.008, -0.018], [-0.128, 0.017, 0.145], [-0.019, -0.141, 0.104], [-0.009, 0.058, -0.007], [0.013, -0.007, -0.032], [-0.044, 0.041, -0.012], [-0.108, 0.035, -0.027], [-0.102, -0.059, 0.001], [-0.036, -0.044, 0.011], [-0.003, -0.098, 0.035], [0.003, 0.015, -0.019], [0.129, -0.145, -0.011], [-0.122, 0.116, 0.063], [-0.054, 0.029, -0.206], [0.104, 0.131, -0.118], [-0.109, 0.170, 0.390], [-0.041, 0.007, 0.104], [-0.066, -0.043, -0.060], [0.065, 0.058, -0.012], [-0.085, 0.013, 0.024], [0.030, 0.058, -0.027], [0.019, -0.080, -0.015], [-0.031, 0.059, 0.135], [0.066, -0.128, -0.012], [-0.044, 0.012, -0.041], [-0.066, -0.074, 0.038], [-0.085, -0.024, -0.019], [0.017, 0.016, 0.068], [-0.038, -0.007, -0.106], [-0.022, -0.008, 0.099], [-0.109, -0.016, 0.322], [0.327, 0.261, -0.059], [0.297, -0.065, 0.427], [-0.206, -0.103, -0.262], [-0.298, -0.198, 0.148], [0.172, 0.112, 0.111], [-0.010, 0.095, 0.005], [0.082, 0.087, 0.016], [-0.056, -0.107, -0.004], [-0.424, -0.190, -0.189], [-0.075, -0.068, 0.121], [-0.023, -0.001, -0.031], [0.000, 0.017, -0.056], [0.182, 0.078, 0.098], [0.158, 0.252, -0.486], [0.050, -0.010, -0.011], [-0.092, -0.049, 0.043], [-0.005, 0.034, 0.006], [-0.031, -0.009, -0.030], [0.080, 0.032, -0.011], [-0.035, -0.021, 0.032], [0.001, -0.022, -0.051], [-0.073, -0.060, -0.141], [0.024, -0.079, 0.007], [0.031, 0.031, -0.068], [0.037, -0.067, -0.001], [0.041, 0.011, 0.017], [-0.019, 0.008, -0.042], [0.019, 0.001, 0.048], [0.005, 0.010, -0.038], [-0.063, 0.018, 0.037], [0.020, -0.052, 0.028], [-0.016, -0.017, -0.069], [0.078, 0.046, -0.027], [0.001, 0.025, -0.072], [-0.056, -0.013, -0.053], [-0.077, -0.054, 0.040]]}

No. 2
{"formula": "C42H51F43N6O8P", "method": "ωB97M-V with the def2-TZVPD basis set", "homo_lumo_gap_ev": 8.58, "de_lowest_kj_mol": 0.00, "energy_ha": -7196.82365, "total_charge": 1, "homo_energy_ev": -11.2, "elements": ["C", "P", "O", "N", "C", "C", "N", "C", "N", "C", "C", "C", "C", "C", "N", "N", "C", "C", "C", "F", "F", "F", "N", "C", "C", "C", "C", "O", "C", "O", "H", "H", "H", "H", "H", "H", "H", "H", "H", "H", "H", "H", "H", "H", "H", "H", "H", "H", "H", "H", "H", "H", "H", "H", "H", "H", "H", "H", "H", "H", "H", "C", "C", "C", "F", "F", "F", "F", "O", "C", "C", "F", "F", "F", "F", "H", "H", "H", "H", "C", "C", "C", "F", "F", "F", "F", "O", "C", "C", "F", "F", "F", "F", "H", "H", "H", "H", "C", "C", "C", "F", "F", "F", "F", "O", "C", "C", "F", "F", "F", "F", "H", "H", "H", "H", "C", "C", "C", "F", "F", "F", "F", "O", "C", "C", "F", "F", "F", "F", "H", "H", "H", "H", "C", "C", "C", "F", "F", "F", "F", "O", "C", "C", "F", "F", "F", "F", "H", "H", "H", "H"], "xyz": [[5.76119, -1.67463, -1.79346], [5.26546, -0.38119, -2.92374], [5.59085, -1.02896, -4.33082], [3.51252, -0.51300, -2.82425], [2.83653, 0.74154, -2.54602], [2.43293, 0.92452, -1.13122], [2.52378, 2.02547, -0.48675], [2.92969, -1.72216, -3.07476], [3.67695, -2.73739, -3.39002], [2.88763, -3.73669, -3.66341], [3.35702, -5.04523, -4.07092], [4.85573, -5.17642, -4.05436], [5.35046, -5.92044, -5.26601], [6.70612, -6.47501, -5.07755], [7.19167, -7.10501, -6.30715], [1.61499, -3.42175, -3.54213], [0.44467, -4.25584, -3.81418], [0.12080, -4.32913, -5.29032], [-0.67921, -5.54222, -5.63501], [-1.99736, -5.34232, -5.38274], [-0.28218, -6.62317, -4.90092], [-0.53905, -5.85462, -6.96210], [1.61732, -2.10020, -3.10315], [0.31238, -1.51842, -2.82273], [-0.42202, -2.22846, -1.67558], [-0.56075, -1.51377, -0.34289], [0.15154, -2.22432, 0.75174], [-0.32953, -3.57386, 0.80035], [0.61024, -4.54716, 0.94321], [1.46486, -4.62921, 1.86348], [6.65806, -1.33949, -1.33805], [4.99680, -1.76516, -1.05605], [5.89630, -2.61514, -2.28444], [6.09226, -0.37589, -4.83361], [2.02694, 0.89029, -3.22988], [3.53787, 1.51067, -2.75724], [2.07111, 0.05406, -0.61008], [2.90581, 2.76557, -1.07675], [2.92943, -5.78546, -3.42233], [3.02127, -5.23987, -5.07206], [5.17770, -5.70754, -3.18029], [5.30717, -4.20808, -4.04889], [5.33930, -5.28376, -6.11974], [4.68203, -6.73720, -5.46052], [6.69428, -7.20419, -4.29249], [7.36629, -5.68081, -4.77999], [7.60879, -8.00311, -6.11869], [7.90256, -6.54135, -6.74837], [0.62555, -5.21662, -3.41009], [-0.42067, -3.87112, -3.32269], [-0.50528, -3.49495, -5.51280], [0.99234, -4.25353, -5.89988], [-0.27504, -1.64805, -3.70087], [0.35920, -0.46712, -2.65714], [-1.40071, -2.41378, -2.04423], [0.05018, -3.17961, -1.53826], [-1.59186, -1.53838, -0.08434], [-0.24826, -0.49204, -0.37605], [-0.07683, -1.77626, 1.69142], [1.20869, -2.19937, 0.57422], [0.56852, -5.27311, 0.13187], [1.00169, 5.18246, -0.49274], [1.07715, 5.45255, -2.00455], [1.50220, 6.83167, -2.52303], [0.66289, 7.79700, -2.12185], [1.49012, 6.78278, -3.87348], [-0.06974, 5.06908, -2.59774], [2.06586, 4.60918, -2.46037], [-0.23978, 5.20004, 0.18544], [-0.83946, 6.30590, 0.73141], [-2.19793, 6.61606, 0.08593], [-2.08594, 6.78179, -1.24092], [-2.66667, 7.75864, 0.63974], [-0.03555, 7.38724, 0.75605], [-1.13859, 6.00445, 2.00894], [1.30036, 4.13672, -0.44715], [1.75709, 5.74952, 0.05045], [2.51641, 7.06527, -2.18645], [-2.89226, 5.79705, 0.28859], [12.85483, -5.99875, -8.26140], [14.16731, -6.12587, -7.46567], [14.32945, -7.26202, -6.44748], [13.40918, -7.19900, -5.46574], [15.55164, -7.14991, -5.88924], [14.46786, -4.94372, -6.88881], [15.12708, -6.38565, -8.39632], [11.86003, -5.05248, -7.87765], [10.85168, -5.23760, -6.98116], [10.96164, -4.30069, -5.76983], [12.13046, -4.44197, -5.13604], [9.95377, -4.61481, -4.91414], [10.68958, -6.52209, -6.60399], [9.69928, -4.86406, -7.60000], [13.18409, -5.61455, -9.22372], [12.41748, -6.97659, -8.45750], [14.25724, -8.23057, -6.94977], [10.85208, -3.26559, -6.09962], [-3.85335, -1.55835, 5.11801], [-4.11081, -1.72683, 3.60712], [-2.97207, -1.52037, 2.59786], [-2.45804, -0.27698, 2.62171], [-3.46272, -1.72827, 1.34771], [-5.17182, -0.98475, 3.23446], [-4.44390, -3.03826, 3.44003], [-4.20933, -0.36503, 5.79702], [-3.42322, 0.74251, 5.94020], [-4.01170, 1.98088, 5.25757], [-4.24140, 1.76452, 3.94820], [-3.12042, 2.99070, 5.37339], [-2.14340, 0.52953, 5.55553], [-3.40039, 1.05472, 7.25136], [-4.52412, -2.29219, 5.55902], [-2.84385, -1.87265, 5.38020], [-2.16612, -2.23762, 2.77964], [-4.94843, 2.26670, 5.73597], [-5.58159, 6.74953, 8.26315], [-6.05433, 5.40334, 7.67734], [-6.06071, 5.18440, 6.16010], [-6.85739, 6.03533, 5.49892], [-6.52704, 3.92409, 5.93042], [-7.26097, 5.07277, 8.18884], [-5.16020, 4.47379, 8.11945], [-6.52054, 7.72696, 8.69333], [-7.09249, 8.71615, 7.93239], [-8.61281, 8.53934, 7.80818], [-8.88603, 7.32528, 7.29738], [-9.09336, 9.48537, 6.97626], [-6.50975, 8.86083, 6.72466], [-6.92758, 9.87628, 8.60100], [-5.10594, 6.45246, 9.19525], [-4.79811, 7.19113, 7.64798], [-5.04491, 5.26309, 5.76183], [-9.08570, 8.64033, 8.78699], [-10.10187, 4.83268, 5.79080], [-11.49242, 5.34394, 6.21786], [-12.06013, 4.94007, 7.58322], [-12.21599, 3.61024, 7.69965], [-13.27235, 5.52260, 7.72051], [-12.39544, 5.09416, 5.24565], [-11.34115, 6.69442, 6.30697], [-9.96156, 3.73402, 4.89650], [-9.90574, 2.41112, 5.23211], [-11.07573, 1.60470, 4.64931], [-12.25899, 2.10736, 5.03278], [-10.97085, 0.33292, 5.09803], [-9.76403, 2.19891, 6.55499], [-8.80605, 1.89724, 4.62582], [-9.70735, 5.66163, 5.20794], [-9.44179, 4.72808, 6.65073], [-11.40428, 5.29952, 8.38129], [-11.01729, 1.61566, 3.55887]], "forces_ev_per_a": [[-0.231, -0.016, -0.375], [-0.154, 1.229, 1.446], [0.678, -0.405, -1.627], [-0.500, -0.955, -0.080], [-0.150, -0.533, -0.225], [0.137, 1.480, 0.992], [-0.267, -1.227, -0.426], [-1.218, 1.839, 0.466], [1.287, -0.809, -0.255], [0.237, -0.489, -0.128], [0.363, -0.448, -0.053], [0.369, -0.135, -0.347], [-0.696, -0.242, 0.411], [0.944, -0.298, -0.775], [-0.036, -0.087, -0.040], [-0.308, 0.717, 0.590], [0.132, 0.666, -0.462], [-0.096, 0.251, 0.334], [-0.366, -1.103, -0.813], [0.793, -0.273, -0.144], [-0.341, 0.520, -0.675], [-0.269, 0.231, 1.443], [-0.333, 0.549, -0.195], [-0.157, -0.437, 0.668], [0.591, 0.786, -0.195], [-0.118, -0.631, -0.367], [-0.028, -0.014, 0.424], [0.691, -0.872, -0.430], [2.912, 0.030, 3.548], [-3.337, 0.724, -3.658], [0.944, 0.135, 0.567], [-0.448, -0.156, 0.814], [0.186, -0.498, -0.237], [-0.093, -0.147, -0.339], [-0.790, 0.076, -0.407], [0.663, 0.719, -0.384], [-0.247, -0.376, 0.358], [0.080, 0.000, -0.109], [-0.505, -0.569, 0.237], [-0.479, -0.190, -0.600], [0.145, -0.173, 0.708], [0.368, 0.641, 0.201], [-0.082, 0.569, -0.849], [-0.448, -0.589, -0.344], [0.009, -0.426, 0.618], [0.525, 0.457, 0.379], [0.053, -0.078, 0.001], [0.034, 0.053, -0.089], [0.418, -0.960, 0.454], [-0.275, 0.232, 0.504], [-0.392, 0.712, -0.532], [0.647, -0.246, -0.477], [-0.365, 0.047, -0.948], [0.474, 0.738, 0.118], [-0.949, -0.379, -0.286], [0.133, -0.589, 0.317], [-0.943, 0.321, 0.187], [0.216, 0.770, -0.014], [0.145, 0.518, 0.771], [0.783, -0.229, 0.189], [-0.247, -0.356, 0.041], [0.407, -0.152, 0.511], [-0.635, 0.109, 0.070], [0.240, -0.097, 0.002], [-0.237, -0.015, 0.163], [-0.001, 0.055, -0.029], [-0.025, 0.033, -0.001], [0.172, -0.074, -0.004], [-0.340, 0.082, -0.687], [0.231, 0.067, 0.024], [-0.102, -0.001, 0.155], [0.169, 0.143, -0.210], [-0.004, -0.115, -0.153], [0.029, -0.221, -0.291], [0.142, -0.099, 0.340], [-0.092, 0.003, 0.272], [0.005, 0.219, -0.108], [-0.024, 0.024, 0.010], [0.013, 0.043, 0.015], [-0.373, -0.260, -0.526], [-0.191, 0.477, 0.324], [0.082, -0.146, -0.137], [-0.245, 0.191, 0.009], [-0.008, -0.003, 0.041], [-0.072, -0.027, 0.063], [0.008, -0.054, -0.180], [0.433, 0.222, 0.557], [0.184, -0.233, -0.318], [-0.131, 0.090, -0.090], [0.156, -0.226, 0.100], [0.048, 0.078, 0.044], [0.279, 0.090, -0.037], [-0.130, -0.107, -0.069], [0.015, 0.020, -0.040], [-0.033, -0.115, 0.235], [-0.029, 0.003, 0.016], [-0.027, -0.016, 0.011], [0.319, -0.329, 0.607], [-0.350, 0.650, -0.006], [0.181, -0.205, 0.028], [-0.057, 0.253, 0.223], [-0.021, -0.046, 0.068], [0.033, 0.065, 0.000], [0.045, -0.162, 0.070], [-0.339, 0.212, -0.696], [0.237, -0.233, 0.011], [-0.320, 0.038, -0.023], [0.173, -0.165, -0.178], [0.072, 0.168, -0.021], [-0.213, -0.126, -0.150], [0.117, -0.130, 0.172], [-0.033, -0.041, 0.008], [0.160, 0.095, -0.168], [-0.062, -0.051, 0.029], [0.017, -0.072, 0.055], [0.478, 0.437, 0.157], [-0.569, 0.216, 0.132], [0.263, -0.216, -0.139], [-0.264, 0.336, 0.143], [0.038, 0.151, 0.009], [-0.072, 0.075, -0.054], [0.185, 0.013, 0.084], [-0.516, -0.472, -0.203], [0.317, -0.019, 0.042], [0.085, 0.156, 0.091], [0.015, -0.267, -0.187], [-0.010, -0.086, -0.015], [-0.036, -0.316, 0.138], [0.195, 0.074, 0.007], [0.031, -0.009, 0.038], [-0.106, 0.001, -0.246], [-0.013, -0.032, 0.029], [0.029, -0.025, -0.010], [0.719, 0.038, 0.089], [-0.010, -0.469, -0.504], [0.074, 0.227, 0.095], [0.080, -0.238, -0.197], [-0.007, -0.034, 0.026], [-0.005, -0.069, 0.079], [-0.117, 0.179, 0.032], [-0.781, -0.077, -0.056], [0.187, 0.292, 0.137], [0.089, 0.007, -0.112], [-0.111, 0.084, 0.234], [-0.087, -0.014, -0.028], [-0.168, 0.230, -0.081], [0.202, 0.009, 0.075], [0.028, 0.029, -0.011], [-0.123, -0.140, 0.177], [0.010, -0.033, -0.006], [0.009, -0.020, 0.020]]}